Density functional theory data (ωB97M-V with the def2-TZVPD basis set) for a cluster of 2 separate species, C4H13NO in total at a distorted geometry.

Each line ends with the Mulliken charge.
Atoms and positions in Å:
H1 2.56816 -0.51504 2.01575  0.304
H2 0.44226 -2.36066 -0.49048  0.306
C1 -0.60805 -0.49113 0.01256  -0.075
H3 1.75470 0.27583 3.39893  0.296
H4 2.95223 1.07805 2.37175  0.368
H5 -1.55562 -0.11399 0.39663  0.364
C2 -0.53543 -1.88389 -0.60376  -0.991
H6 -1.27528 1.23562 -2.30520  0.173
H7 -1.22611 -2.64700 -0.25650  0.284
H8 -0.23566 0.23534 -0.71043  -0.021
H9 1.60110 0.90201 0.35777  0.270
C3 2.08976 0.39695 2.37341  -1.192
H10 -0.62621 -1.66090 -1.67115  0.294
O1 0.22593 -0.37077 1.17903  -0.352
C4 1.07872 0.75806 1.31415  -0.182
H11 -2.47402 0.29809 -2.97200  0.186
H12 0.44692 1.62194 1.52622  0.311
H13 -2.44397 2.02677 -3.22587  0.179
N1 -2.17946 1.21470 -2.71080  -0.521

Calculated values
* HOMO-LUMO gap: 10.46 eV
* ΔE to the lowest compared entry with this formula, charge and spin: 29.2 kcal per mole

Density functional theory data (ωB97M-V with the def2-TZVPD basis set) for a cluster of 2 separate species, C4H13NO in total at a distorted geometry.

Each line ends with the Mulliken charge.
Atoms and positions in Å:
O1 0.77106 1.76019 -1.98224  -0.654
H1 1.46415 1.14589 -1.71917  0.308
C1 -2.45731 -0.69579 -0.55369  -1.113
H2 1.35869 -1.16860 1.31705  0.429
N1 -0.28692 -0.10646 0.47440  -0.241
H3 -0.63723 0.14381 1.38747  0.217
H4 2.86866 0.62132 1.36194  0.356
C2 -1.02515 -1.12719 -0.25948  -0.419
H5 -2.81788 -0.01162 0.19425  0.311
H6 -0.45265 -1.27959 -1.17446  0.296
H7 1.65540 -0.59299 -0.29299  0.425
C3 1.82549 0.88965 1.16530  -1.105
H8 -0.96692 -2.09303 0.21420  0.409
H9 -3.16908 -1.52020 -0.48326  0.328
H10 1.23505 1.17276 2.04081  0.319
C4 1.13638 -0.37670 0.59046  -0.795
H11 0.08441 1.62284 -1.31380  0.324
H12 -2.44770 -0.13469 -1.48425  0.296
H13 1.86153 1.75039 0.51744  0.310

Calculated values
* HOMO-LUMO gap: 10.04 eV
* ΔE to the lowest compared entry with this formula, charge and spin: 16.2 kcal per mole

Density functional theory data (ωB97M-V with the def2-TZVPD basis set) for a cluster of 2 separate species, C4H13NO in total at a distorted geometry.

Each line ends with the Mulliken charge.
Atoms and positions in Å:
N1 -0.54330 0.33744 1.11712  -0.546
C1 -0.90792 -0.42384 -0.18991  0.071
O1 2.68503 0.48681 1.90820  -0.668
H1 -0.52460 -1.39215 -0.18783  0.378
H2 -0.07014 1.40594 -1.10906  0.281
C2 -0.19572 0.35285 -1.33646  -0.420
H3 2.02994 -0.24614 1.81429  0.315
H4 -1.00150 1.27832 0.99415  0.265
H5 -0.91386 0.44309 -2.15714  0.398
C3 1.20985 -0.30520 -1.60144  -1.426
C4 -2.47499 -0.54934 -0.33474  -1.529
H6 1.78876 -0.12426 -0.77466  0.328
H7 -2.81284 -0.99439 -1.20250  0.439
H8 -3.07822 0.42324 -0.27136  0.312
H9 -0.87879 -0.25064 1.88338  0.240
H10 -2.94905 -1.08189 0.48694  0.393
H11 2.14374 1.12087 2.40612  0.316
H12 1.24960 -1.29030 -1.57376  0.551
H13 1.55255 0.00497 -2.61866  0.303

Calculated values
* HOMO-LUMO gap: 10.51 eV
* ΔE to the lowest compared entry with this formula, charge and spin: 32.2 kcal per mole

Density functional theory data (ωB97M-V with the def2-TZVPD basis set) for a cluster of 2 separate species, C4H13NO in total at a distorted geometry.

Each line ends with the Mulliken charge.
Atoms and positions in Å:
N1 -0.92797 1.49686 -1.65693  -0.639
H1 -0.74208 -2.32335 0.90511  0.412
C1 -0.79885 0.92871 -0.29745  -0.502
H2 -1.29631 -0.92046 1.78490  0.364
C2 0.59292 -1.01021 -1.10852  -1.428
H3 -0.39372 0.89364 -2.28821  0.239
H4 0.57515 -0.75374 -2.17107  0.431
H5 0.40321 -1.10273 1.43722  0.359
H6 1.49621 -0.54840 -0.70396  0.288
H7 1.96368 1.32823 2.94200  0.273
H8 -1.55088 -0.99734 -0.87939  0.182
C3 -0.67718 -0.60695 -0.35449  0.688
H9 1.18657 1.16804 1.62420  0.268
H10 -0.35777 2.33952 -1.72099  0.266
C4 -0.59615 -1.26589 1.02522  -1.520
H11 0.74717 -2.08953 -1.08832  0.389
O1 2.00125 0.92884 2.07034  -0.635
H12 0.06900 1.33894 0.22291  0.242
H13 -1.69427 1.19580 0.25742  0.321

Calculated values
* HOMO-LUMO gap: 10.47 eV
* ΔE to the lowest compared entry with this formula, charge and spin: 8.8 kcal per mole